DFT (wB97M-V/def2-TZVPD) results for a 2-piece molecular cluster, C22H23N3O4 overall.

XYZ file:
```
52
Properties=species:S:1:pos:R:3:nbo_charge:R:1
C -1.127 1.129 1.970 -0.4894
N -1.698 1.422 0.763 0.4321
O -2.600 0.673 0.317 -0.5601
O -1.308 2.434 0.134 -0.5564
H -0.377 1.773 2.369 0.1682
H -1.447 0.268 2.513 0.1788
C -6.088 4.701 -2.315 -0.2507
O -5.790 3.913 -1.187 -0.4817
C -5.090 4.585 -0.175 0.2966
C -4.700 3.855 0.942 -0.1642
C -4.020 4.494 1.982 -0.0411
C -3.724 5.866 1.888 0.1115
C -4.116 6.600 0.768 -0.2085
C -4.782 5.964 -0.243 -0.2777
N -3.046 6.243 3.057 -0.2963
C -2.611 7.589 3.420 -0.4059
C -2.914 5.141 3.861 0.0974
C -3.509 4.033 3.255 -0.1671
C -3.712 2.775 3.872 0.0828
C -3.086 2.404 5.096 -0.2021
C -1.822 2.798 5.553 0.0761
N -1.623 2.324 6.826 -0.3138
C -0.423 2.516 7.633 -0.4034
C -2.769 1.630 7.240 0.0985
C -3.685 1.647 6.175 0.0267
C -4.968 1.118 6.342 -0.3107
C -5.327 0.561 7.563 0.3079
O -6.595 0.027 7.840 -0.4923
C -7.504 0.079 6.768 -0.2520
C -4.379 0.542 8.612 -0.2435
C -3.123 1.067 8.468 -0.2074
H -6.592 4.073 -3.051 0.2044
H -6.747 5.522 -2.030 0.1669
H -5.164 5.090 -2.746 0.1786
H -4.916 2.804 0.989 0.2399
H -3.903 7.651 0.711 0.2128
H -5.077 6.529 -1.109 0.2256
H -2.830 8.302 2.627 0.2270
H -3.118 7.911 4.328 0.2137
H -1.539 7.591 3.606 0.2182
H -2.504 5.177 4.853 0.2204
H -4.477 2.132 3.470 0.2309
H -1.100 3.373 5.004 0.2311
H -0.559 2.085 8.623 0.2214
H 0.430 2.035 7.157 0.2208
H -0.215 3.578 7.743 0.2102
H -5.675 1.185 5.539 0.2238
H -8.432 -0.403 7.078 0.2034
H -7.713 1.117 6.504 0.1729
H -7.095 -0.454 5.910 0.1785
H -4.687 0.131 9.555 0.2307
H -2.433 1.088 9.291 0.2164
```

Its net charge is 0. For the HOMO energy, the calculation gives -0.211 hartree. The calculation puts the energy above the lowest of the compared OMol25 structures with the same formula, charge and spin at 221.8 kcal per mole.

DFT (wB97M-V/def2-TZVPD) results for C22H14BrClNO6V as an isolated structure.

XYZ file:
```
46
Properties=species:S:1:pos:R:3:nbo_charge:R:1
V -0.126 0.670 3.800 1.3892
O -2.673 -1.935 4.190 -0.6808
Cl -1.394 -1.546 4.588 2.5270
O -0.690 -2.459 5.376 -0.6863
O -0.559 -1.181 3.350 -0.7495
O -1.401 -0.182 5.210 -0.7883
C 4.000 -0.161 4.161 -0.1689
C 4.346 0.637 5.242 -0.1646
C 3.417 1.491 5.827 -0.1745
C 2.128 1.539 5.321 -0.0203
C 1.791 0.725 4.235 -0.2205
C 2.709 -0.121 3.640 -0.2014
C 1.034 2.388 5.817 0.2526
C 1.141 3.324 6.853 -0.2509
C 0.038 4.045 7.209 -0.0449
C -1.187 3.870 6.529 -0.1296
C -2.346 4.611 6.853 -0.1391
C -3.502 4.421 6.154 -0.1914
C -3.541 3.487 5.098 -0.1393
C -2.437 2.752 4.762 -0.2436
C -1.239 2.928 5.480 0.2651
N -0.117 2.198 5.170 -0.4819
H 4.736 -0.816 3.715 0.2412
H 5.352 0.597 5.636 0.2411
H 3.709 2.105 6.668 0.2308
H 2.447 -0.745 2.794 0.2412
H 2.087 3.462 7.355 0.2447
H 0.092 4.767 8.014 0.2423
H -2.296 5.330 7.661 0.2342
H -4.390 4.986 6.400 0.2415
H -4.459 3.352 4.541 0.2384
H -2.493 2.054 3.936 0.2132
Br 0.343 -1.484 -13.005 0.2086
C -0.024 -3.260 -13.445 0.0157
C -0.041 -3.707 -14.748 -0.2431
C -0.322 -5.045 -15.006 -0.0553
C -0.591 -5.962 -13.988 -0.2124
C -0.582 -5.548 -12.680 -0.0742
C -0.295 -4.188 -12.418 -0.3791
C -0.286 -3.763 -11.098 0.9472
O -0.288 -3.470 -10.015 -0.2471
O -0.331 1.462 2.498 -0.3264
H 0.164 -3.020 -15.556 0.2671
H -0.333 -5.383 -16.034 0.2552
H -0.805 -6.994 -14.226 0.2616
H -0.784 -6.229 -11.864 0.2558
```

Its net charge is +2. For the HOMO energy, the calculation gives -0.489 hartree. The calculation puts the energy above the lowest of the compared OMol25 structures with the same formula, charge and spin at 0.0 kcal per mole.

DFT (wB97M-V/def2-TZVPD) results for one molecule with the formula CH4N2Si.

XYZ file:
```
8
Properties=species:S:1:pos:R:3:nbo_charge:R:1
N -2.794 0.368 -0.102 -0.3659
C -1.745 -0.070 0.000 0.4230
N -0.405 -0.589 0.164 -1.0611
Si 1.063 0.325 0.011 1.1038
H -0.423 -1.573 -0.062 0.4254
H 1.286 0.811 -1.352 -0.1833
H 2.053 -0.689 0.371 -0.1744
H 0.964 1.417 0.970 -0.1675
```

Its net charge is 0. For the HOMO energy, the calculation gives -0.383 hartree. The structure (SMILES) is N#CN[SiH3]. The calculation puts the energy above the lowest of the compared OMol25 structures with the same formula, charge and spin at 8.5 kcal per mole.

DFT (wB97M-V/def2-TZVPD) results for C19H18F3IrO4S as an isolated structure.

XYZ file:
```
46
Properties=species:S:1:pos:R:3:mulliken_spin:R:1
C 2.022 2.242 -0.474 0.1153
C 2.634 0.946 -0.465 0.0255
C 1.866 0.087 -1.310 0.0581
H 3.527 0.681 0.096 0.0032
C 0.774 0.858 -1.850 0.2082
C 0.871 2.190 -1.332 -0.0311
H 0.196 3.017 -1.542 -0.0006
H 2.393 3.117 0.055 0.0106
H 2.095 -0.957 -1.504 0.0000
H 0.014 0.514 -2.545 0.0103
C 0.092 -0.460 2.094 -0.0195
C 0.823 0.693 2.532 0.0652
C 0.065 1.865 2.177 0.1351
H 1.780 0.699 3.042 0.0065
C -1.141 1.433 1.518 -0.0812
C -1.132 0.000 1.500 0.3237
H -1.949 -0.608 1.145 0.0130
H 0.422 -1.489 2.183 0.0055
H 0.355 2.889 2.394 0.0053
H -1.916 2.075 1.107 -0.0048
Ir 0.583 0.812 0.357 1.0687
O -0.736 -1.159 -0.543 0.2159
C -0.246 -2.402 -1.066 0.0347
C -1.256 -1.918 -2.030 0.1523
H 0.801 -2.348 -1.375 0.0008
H -0.553 -3.269 -0.467 0.0054
H -0.926 -1.267 -2.842 0.0416
H -2.888 -2.038 -4.109 0.0069
C -3.300 -2.548 -3.237 0.2942
C -2.596 -2.451 -2.010 0.0805
C -3.163 -3.059 -0.861 0.4326
H -2.661 -2.952 0.106 0.0896
C -4.325 -3.824 -0.973 0.1870
H -4.732 -4.317 -0.088 -0.0023
C -4.964 -3.976 -2.211 0.2585
H -5.857 -4.598 -2.296 0.0311
C -4.454 -3.325 -3.342 0.2462
H -4.948 -3.430 -4.309 0.0085
F 4.370 5.302 3.370 0.0000
C 3.646 4.317 2.805 -0.0004
F 2.458 4.208 3.465 -0.0004
F 3.369 4.672 1.516 0.0009
S 4.552 2.660 2.838 0.0005
O 5.734 2.909 2.025 -0.0001
O 4.753 2.412 4.255 -0.0001
O 3.548 1.798 2.202 -0.0012
```

Its net charge is 0. For the HOMO energy (alpha / beta), the calculation gives -0.203 / -0.308 hartree. The spin multiplicity is 5. The calculation puts the energy above the lowest of the compared OMol25 structures with the same formula, charge and spin at 49.0 kcal per mole.

DFT (wB97M-V/def2-TZVPD) results for a 2-piece molecular cluster, C3H6N3 overall.

XYZ file:
```
12
Properties=species:S:1:pos:R:3:nbo_charge:R:1
C 1.647 -0.647 -0.174 0.1815
C 0.236 0.981 -0.034 0.2978
C -1.796 -0.450 -0.006 -0.4114
N 0.470 -1.152 -0.299 -0.1946
N 1.538 0.728 -0.033 -0.5335
N -0.384 -0.205 -0.183 -0.1522
H 2.663 -1.125 0.033 0.2676
H -0.586 2.376 0.518 0.3334
H -2.055 -0.311 0.980 0.2372
H -2.211 0.104 -0.807 0.2410
H -1.883 -1.540 -0.238 0.2612
H 2.361 1.242 0.244 0.4721
```

Its net charge is +1. For the HOMO energy, the calculation gives -0.573 hartree. The calculation puts the energy above the lowest of the compared OMol25 structures with the same formula, charge and spin at 74.7 kcal per mole.

DFT (wB97M-V/def2-TZVPD) results for one molecule with the formula C19H19FN4O5S.

XYZ file:
```
49
Properties=species:S:1:pos:R:3:nbo_charge:R:1
C -3.500 -2.373 1.533 -0.4168
N -2.454 -1.919 0.632 -0.4635
C -1.136 -2.009 1.055 0.6774
O -0.853 -2.442 2.148 -0.5852
C -0.154 -1.544 0.070 -0.1477
C 1.203 -1.624 0.375 -0.1027
C 2.133 -1.205 -0.546 -0.3815
S 3.892 -1.364 -0.213 2.3270
O 4.560 -1.290 -1.480 -0.9480
O 4.105 -2.489 0.638 -0.9234
N 4.349 -0.015 0.639 -0.8640
C 4.280 1.252 -0.050 -0.2144
C 3.350 2.276 0.624 -0.5101
C 2.041 1.642 1.055 0.6971
O 1.992 0.864 1.983 -0.6238
N 0.960 2.018 0.318 -0.6226
C -0.386 1.739 0.571 0.1446
C -0.859 1.150 1.739 -0.2529
C -2.218 0.969 1.927 -0.2037
C -3.131 1.364 0.963 -0.2176
C -2.681 1.943 -0.212 -0.2739
C -1.326 2.117 -0.389 0.3432
F -0.870 2.674 -1.546 -0.3400
C 1.730 -0.699 -1.773 -0.1523
C 0.391 -0.605 -2.087 -0.2743
C -0.576 -1.035 -1.169 0.2219
N -1.919 -0.976 -1.456 -0.4276
C -2.380 -0.463 -2.731 -0.4253
C -2.889 -1.399 -0.568 0.8164
O -4.070 -1.322 -0.826 -0.6268
H -4.054 -3.190 1.072 0.2167
H -4.190 -1.556 1.737 0.2121
H -3.021 -2.710 2.449 0.2458
H 1.509 -2.027 1.327 0.2679
H 3.990 -0.012 1.583 0.4261
H 5.289 1.679 -0.103 0.2095
H 3.956 1.046 -1.073 0.2120
H 3.196 3.122 -0.046 0.2194
H 3.837 2.631 1.535 0.2399
H 1.121 2.588 -0.502 0.4153
H -0.157 0.836 2.493 0.2653
H -2.561 0.516 2.843 0.2255
H -4.189 1.224 1.114 0.2285
H -3.366 2.258 -0.984 0.2376
H 2.487 -0.413 -2.487 0.2459
H 0.101 -0.211 -3.046 0.2300
H -2.008 -1.083 -3.548 0.2059
H -2.055 0.567 -2.872 0.2055
H -3.468 -0.501 -2.718 0.2618
```

Its net charge is 0. For the HOMO energy, the calculation gives -0.328 hartree. The structure (SMILES) is Cn1c(=O)c2cc(S(=O)(=O)NCCC(=O)Nc3ccccc3F)ccc2n(C)c1=O. The calculation puts the energy above the lowest of the compared OMol25 structures with the same formula, charge and spin at 0.0 kcal per mole.